No. 1
{
  "formula": "C5H8N",
  "method": "wB97M-V/def2-TZVPD",
  "symbols": ["C", "C", "C", "C", "C", "N", "H", "H", "H", "H", "H", "H", "H", "H"],
  "positions_angstrom": [[-1.045, -1.155, 0.158], [-1.797, -0.073, 0.170], [-2.638, 0.870, 0.198], [-0.033, -1.884, 0.204], [1.310, 0.902, -0.226], [1.833, -0.419, -0.052], [-2.138, 1.840, 0.161], [-3.794, 1.037, 0.345], [0.441, -2.819, 0.163], [1.685, 1.281, -1.205], [0.160, 0.696, -0.319], [1.613, 1.537, 0.682], [2.580, -0.731, 0.619], [1.822, -1.081, -0.897]],
  "largest_force_ev_per_a": 4.1,
  "homo_ev": -14.29,
  "total_charge": 1,
  "e_above_lowest_ev": 5.899
}

No. 2
{
  "formula": "C5H8N",
  "method": "wB97M-V/def2-TZVPD",
  "symbols": ["C", "C", "N", "C", "C", "C", "H", "H", "H", "H", "H", "H", "H", "H"],
  "positions_angstrom": [[-2.213, -0.395, 0.052], [-0.922, -0.114, -0.047], [-0.271, 0.987, -0.642], [0.574, 1.324, 0.514], [0.469, -0.119, 0.303], [1.462, -1.169, -0.130], [-3.081, 0.194, -0.484], [-2.613, -1.266, 0.611], [-0.039, 1.324, -1.528], [-0.048, 1.712, 1.367], [1.451, 1.881, 0.272], [2.480, -0.718, 0.049], [1.284, -1.684, -1.081], [1.468, -1.959, 0.743]],
  "largest_force_ev_per_a": 3.3,
  "smiles": "C=C1[N@H+]2C[C@@]12C",
  "homo_ev": -14.59,
  "total_charge": 1,
  "e_above_lowest_ev": 4.016
}

No. 3
{
  "formula": "C5H8N",
  "method": "wB97M-V/def2-TZVPD",
  "symbols": ["C", "C", "C", "C", "C", "N", "H", "H", "H", "H", "H", "H", "H", "H"],
  "positions_angstrom": [[1.094, -1.089, -0.057], [-0.317, -0.726, -0.242], [2.276, 1.113, 0.243], [2.168, -0.267, 0.204], [-2.379, 0.202, 0.186], [-1.014, -0.009, 0.488], [1.393, -2.109, -0.420], [-0.741, -1.232, -1.182], [2.783, 1.706, 1.031], [1.634, 1.570, -0.483], [3.031, -0.945, 0.567], [-2.990, -0.725, 0.106], [-3.038, 0.800, 0.973], [-2.329, 0.700, -0.791]],
  "largest_force_ev_per_a": 3.0,
  "homo_ev": -14.46,
  "total_charge": 1,
  "e_above_lowest_ev": 4.649
}

| no. | HOMO-LUMO gap (eV) | DFT total energy (eV) |
| --- | --- | --- |
| 1 | 8.147 | -6792.1894 |
| 2 | 10.741 | -6794.0723 |
| 3 | 6.958 | -6793.4392 |